Entry 1:
This record from the OMol25 dataset describes a 7-piece molecular cluster, C15H44N4O7 overall. The level of theory is ωB97M-V/def2-TZVPD.

Calculated values
orbital gap = 8.83 eV
ΔE to the lowest compared entry with this formula, charge and spin = 6.246 eV
2S+1 = 1
LUMO level = 0.25 eV
total charge = 0
SMILES = NC(N)=O.NC(N)=O.CC(C)O.CC(C)O.CC(C)O.CC(C)O.CO
HOMO energy = -8.58 eV
molecular weight = 392.54 u

Last column: Löwdin charge in e.
Atoms and positions in Å:
C  -0.531  -0.653  -3.775  -0.115
O  0.735  -1.039  -3.198  -0.162
H  -1.006  -1.486  -4.286  0.087
H  -0.440  0.253  -4.391  0.097
H  -1.107  -0.277  -2.932  0.050
H  0.551  -1.679  -2.481  0.095
C  1.788  -1.716  0.411  -0.599
O  0.645  -1.980  1.166  -0.151
N  2.744  -2.594  0.114  0.138
N  1.956  -0.621  -0.263  0.152
H  2.579  -3.570  0.487  0.144
H  3.579  -2.264  -0.375  0.105
H  1.060  -0.018  -0.285  0.069
H  2.502  -0.494  -1.174  0.103
C  0.267  1.930  -1.082  -0.578
O  0.517  3.216  -0.587  -0.136
N  0.698  1.553  -2.272  0.159
N  -0.268  0.973  -0.375  0.130
H  1.330  2.236  -2.696  0.111
H  0.750  0.565  -2.592  0.046
H  -0.662  1.322  0.538  0.102
H  -0.750  0.085  -0.622  0.072
C  -3.359  -0.142  -0.842  -0.020
C  -2.627  -1.442  -0.652  -0.667
C  -3.073  -2.423  -1.633  -0.050
O  -1.365  -1.395  -0.697  -0.033
H  -3.148  0.119  -1.888  0.087
H  -2.956  0.583  -0.150  0.061
H  -4.480  -0.297  -0.742  0.121
H  -2.852  -1.893  0.286  0.133
H  -2.722  -2.117  -2.616  0.076
H  -4.106  -2.489  -1.612  0.056
H  -2.835  -3.537  -1.481  0.123
H  -1.019  -2.105  -0.164  0.106
C  -2.563  -0.423  5.049  -0.047
C  -3.532  -0.614  3.933  -0.656
C  -2.854  -0.162  2.610  -0.034
O  -3.835  -1.785  3.759  0.038
H  -1.586  -0.766  4.789  0.070
H  -2.907  -0.950  5.968  0.101
H  -2.445  0.659  5.194  0.077
H  -4.457  -0.061  4.032  0.151
H  -2.670  0.861  2.753  0.037
H  -3.540  -0.213  1.742  0.074
H  -1.833  -0.548  2.391  0.104
H  -3.066  -2.336  3.725  0.119
C  3.480  0.590  -4.354  -0.029
C  4.316  -0.041  -3.269  -0.598
C  4.646  1.033  -2.246  -0.042
O  3.711  -0.889  -2.521  -0.053
H  2.665  1.130  -3.844  0.067
H  3.234  -0.133  -5.085  0.068
H  4.153  1.284  -4.896  0.099
H  5.213  -0.476  -3.711  0.147
H  5.129  1.853  -2.726  0.066
H  5.345  0.804  -1.446  0.085
H  3.700  1.489  -1.822  0.101
H  3.604  -1.726  -2.993  0.135
C  -0.166  2.303  4.147  -0.039
C  0.145  2.471  2.681  -0.585
C  1.299  1.463  2.273  -0.015
O  -0.823  2.198  1.943  -0.036
H  -0.469  1.235  4.334  0.080
H  -0.794  3.017  4.663  0.076
H  0.752  2.367  4.733  0.076
H  0.451  3.465  2.426  0.137
H  2.127  1.368  3.011  0.093
H  1.728  1.600  1.292  0.052
H  0.908  0.491  2.208  0.036
H  -1.486  2.852  2.130  0.137

Entry 2:
This record from the OMol25 dataset describes a 6-piece molecular cluster, C25H44Br12N2O5P overall. The level of theory is ωB97M-V/def2-TZVPD.

Calculated values
orbital gap = 6.93 eV
2S+1 = 1
LUMO level = -3.81 eV
total charge = +1
HOMO energy = -10.74 eV
molecular weight = 1442.46 u

Last column: Löwdin charge in e.
Atoms and positions in Å:
C  0.510  2.544  -1.802  -0.185
C  0.439  1.665  -3.103  -0.745
Br  0.299  2.767  -4.756  0.748
C  -0.766  0.629  -3.109  -0.624
Br  -0.381  -0.785  -4.475  0.760
N  -0.950  -0.081  -1.831  -0.053
C  0.190  -0.677  -1.257  -0.028
C  0.156  -1.394  0.006  -0.092
C  1.533  -2.002  0.481  -0.161
O  1.407  -2.819  1.644  -0.140
C  1.871  -4.148  1.437  -0.223
O  3.217  -4.220  0.946  -0.108
C  3.177  -4.960  -0.299  -0.193
C  4.610  -5.241  -0.895  -0.198
O  4.643  -5.094  -2.340  -0.096
C  -1.115  -1.543  0.731  0.017
C  -2.314  -0.918  0.103  -0.208
P  -4.005  -1.088  0.942  0.888
N  -3.889  -2.021  2.395  -0.186
O  -4.419  0.521  1.341  -0.368
C  -2.172  -0.197  -1.184  -0.169
C  -3.445  0.413  -1.825  -0.047
C  -3.915  -0.635  -3.047  -0.168
C  -3.309  -2.176  -2.873  -0.080
O  -4.820  -1.687  -2.651  -0.125
H  1.578  2.845  -1.587  0.078
H  0.023  2.073  -0.904  0.073
H  -0.023  3.520  -2.012  -0.059
H  1.367  1.051  -3.235  -0.032
H  -1.664  1.190  -3.460  0.086
H  1.180  -0.609  -1.803  -0.022
H  2.163  -1.109  0.780  0.119
H  1.976  -2.507  -0.412  0.117
H  1.149  -4.779  0.832  0.148
H  1.889  -4.633  2.460  0.154
H  2.680  -5.969  -0.158  0.134
H  2.580  -4.437  -1.102  0.122
H  5.414  -4.573  -0.498  0.130
H  4.857  -6.327  -0.702  0.126
H  3.878  -5.594  -2.685  0.089
H  -1.144  -2.119  1.691  0.047
H  -3.317  -1.580  3.121  -0.032
H  -3.623  -2.992  2.226  0.043
H  -4.768  0.552  2.257  0.062
H  -3.264  1.384  -2.362  0.118
H  -4.322  0.498  -1.140  0.096
H  -3.980  -0.207  -4.120  0.169
H  -3.796  -3.158  -3.104  0.138
H  -2.951  -2.067  -3.977  0.034
Br  -2.299  2.986  1.458  0.631
C  -1.179  4.500  1.967  -0.668
C  -1.368  5.667  1.030  -0.657
Br  -0.439  5.370  -0.656  0.726
H  -0.153  4.138  1.999  0.052
H  -1.499  4.763  2.975  0.063
H  -0.921  6.570  1.447  0.063
H  -2.410  5.862  0.788  0.056
Br  0.341  0.510  3.179  0.625
C  1.756  -0.628  3.890  -0.705
C  2.326  -0.061  5.164  -0.685
Br  3.523  1.432  4.800  0.619
H  2.497  -0.744  3.103  0.040
H  1.280  -1.589  4.077  -0.022
H  2.942  -0.803  5.671  0.063
H  1.564  0.303  5.851  0.052
Br  -3.017  5.245  -4.588  0.578
C  -1.362  5.880  -5.395  -0.725
C  -1.629  6.947  -6.426  -0.693
Br  -2.300  6.176  -8.084  0.613
H  -0.853  5.011  -5.801  -0.028
H  -0.779  6.284  -4.567  0.057
H  -0.704  7.453  -6.702  0.060
H  -2.358  7.685  -6.101  0.052
Br  -3.220  -4.699  6.547  0.625
C  -2.058  -3.220  7.046  -0.692
C  -2.169  -2.082  6.066  -0.636
Br  -1.197  -2.469  4.418  0.722
H  -1.049  -3.621  7.126  0.053
H  -2.400  -2.909  8.033  0.064
H  -1.702  -1.182  6.466  0.065
H  -3.196  -1.857  5.783  0.055
Br  3.194  0.119  -1.904  0.853
C  5.013  0.179  -1.198  -0.612
C  5.094  1.061  0.021  -0.685
Br  5.071  2.946  -0.467  0.634
H  5.657  0.506  -2.011  0.061
H  5.253  -0.853  -0.943  0.064
H  6.041  0.912  0.538  0.066
H  4.274  0.905  0.720  0.043